[1]
This record from the OMol25 dataset describes an isolated molecule of C18H21N5O4S at a distorted geometry. The level of theory is the ωB97M-V functional and the def2-TZVPD basis.

Bonds (Å) are listed after each position.
Positions of all 49 atoms, in Å:
1 C 2.325 3.482 -0.200  H2 1.089, H3 1.093, H4 1.094, O5 1.411
2 H 2.698 4.407 0.237  C1 1.089
3 H 2.734 2.633 0.354  C1 1.093
4 H 2.632 3.429 -1.249  C1 1.094
5 O 0.921 3.548 -0.075  C1 1.411, C6 1.356
6 C 0.160 2.567 -0.621  O5 1.356, C7 1.391, C11 1.399
7 C 0.639 1.464 -1.320  C6 1.391, C8 1.387, H49 1.079
8 C -0.249 0.535 -1.839  C7 1.387, C9 1.385, H48 1.082
9 C -1.618 0.683 -1.686  C8 1.385, C10 1.393, C14 1.508
10 C -2.092 1.785 -0.976  C9 1.393, C11 1.376, H13 1.080
11 C -1.220 2.712 -0.452  C6 1.399, C10 1.376, H12 1.079
12 H -1.581 3.573 0.088  C11 1.079
13 H -3.155 1.908 -0.838  C10 1.080
14 C -2.595 -0.365 -2.156  C9 1.508, N15 1.455, H46 1.092, H47 1.092
15 N -2.971 -1.190 -1.017  C14 1.455, C16 1.350, H45 1.018
16 C -3.983 -0.826 -0.202  N15 1.350, O17 1.211, C18 1.528
17 O -4.891 -0.087 -0.510  C16 1.211
18 C -3.873 -1.436 1.194  C16 1.528, H19 1.089, H20 1.087, S21 1.828
19 H -4.848 -1.452 1.679  C18 1.089
20 H -3.408 -2.419 1.202  C18 1.087
21 S -2.853 -0.318 2.218  C18 1.828, C22 1.732
22 C -1.267 -0.670 1.617  S21 1.732, N23 1.331, N26 1.348
23 N -0.958 -1.693 0.824  C22 1.331, C24 1.349
24 C 0.367 -1.567 0.604  N23 1.349, C25 1.385, N36 1.356
25 C 0.876 -0.471 1.281  C24 1.385, N26 1.380, C31 1.427
26 N -0.203 0.096 1.928  C22 1.348, C25 1.380, C27 1.435
27 C -0.194 1.279 2.742  N26 1.435, H28 1.088, H29 1.091, H30 1.091
28 H 0.810 1.700 2.717  C27 1.088
29 H -0.467 1.033 3.769  C27 1.091
30 H -0.910 2.001 2.348  C27 1.091
31 C 2.248 -0.091 1.188  C25 1.427, O32 1.219, N33 1.398
32 O 2.783 0.869 1.718  C31 1.219
33 N 2.961 -0.965 0.362  C31 1.398, C34 1.387, C41 1.455
34 C 2.479 -2.065 -0.330  N33 1.387, O35 1.211, N36 1.381
35 O 3.204 -2.734 -1.032  C34 1.211
36 N 1.138 -2.360 -0.181  C24 1.356, C34 1.381, C37 1.446
37 C 0.560 -3.485 -0.882  N36 1.446, H38 1.089, H39 1.088, H40 1.091
38 H 0.018 -4.114 -0.177  C37 1.089
39 H 1.374 -4.043 -1.342  C37 1.088
40 H -0.129 -3.136 -1.652  C37 1.091
41 C 4.380 -0.702 0.175  N33 1.455, H42 1.089, H43 1.087, H44 1.090
42 H 4.953 -1.592 0.431  C41 1.089
43 H 4.651 0.127 0.823  C41 1.087
44 H 4.578 -0.451 -0.867  C41 1.090
45 H -2.204 -1.698 -0.582  N15 1.018
46 H -2.156 -1.005 -2.924  C14 1.092
47 H -3.507 0.098 -2.538  C14 1.092
48 H 0.142 -0.314 -2.383  C8 1.082
49 H 1.699 1.318 -1.465  C7 1.079

Values from the calculation:
F_max, Eh/bohr: 0.0283
E_tot, eV: -45484.909
HOMO-LUMO gap, hartree: 0.322
LUMO level, eV: 0.52
Structure (SMILES): COc1ccc(CNC(=O)CSc2nc3c(c(=O)n(C)c(=O)n3C)n2C)cc1
Relative energy (zero: lowest compared OMol25 entry of this formula, charge and spin), kcal/mol: 0.0
Charge: 0
Multiplicity: 1

***

[2]
This record from the OMol25 dataset describes an isolated molecule of C18H21NO2. The level of theory is the ωB97M-V functional and the def2-TZVPD basis.

Bonds (Å) are listed after each position.
Positions of all 42 atoms, in Å:
1 C 2.391 1.863 -1.792  C2 1.320, H41 1.076, H42 1.079
2 C 2.356 0.593 -1.435  C1 1.320, C3 1.495, H40 1.081
3 C 1.685 -0.489 -2.219  C2 1.495, H4 1.092, H5 1.096, C6 1.550
4 H 1.180 -0.071 -3.092  C3 1.092
5 H 2.462 -1.170 -2.584  C3 1.096
6 C 0.678 -1.359 -1.424  C3 1.550, N7 1.449, C20 1.515, H39 1.102
7 N 1.317 -2.135 -0.380  C6 1.449, C8 1.378, H19 1.009
8 C 1.765 -1.697 0.847  N7 1.378, C9 1.397, C13 1.400
9 C 1.371 -0.497 1.444  C8 1.397, C10 1.382, H18 1.077
10 C 1.824 -0.163 2.706  C9 1.382, C11 1.384, H17 1.081
11 C 2.674 -1.001 3.406  C10 1.384, C12 1.385, H16 1.079
12 C 3.073 -2.193 2.823  C11 1.385, C13 1.379, H15 1.081
13 C 2.627 -2.535 1.564  C8 1.400, C12 1.379, H14 1.082
14 H 2.946 -3.468 1.116  C13 1.082
15 H 3.739 -2.859 3.351  C12 1.081
16 H 3.024 -0.730 4.391  C11 1.079
17 H 1.507 0.772 3.145  C10 1.081
18 H 0.713 0.178 0.922  C9 1.077
19 H 1.820 -2.940 -0.723  N7 1.009
20 C -0.552 -0.644 -0.901  C6 1.515, C21 1.385, C25 1.392
21 C -1.421 -1.347 -0.083  C20 1.385, C22 1.386, H38 1.079
22 C -2.572 -0.753 0.410  C21 1.386, C23 1.384, H37 1.078
23 C -2.886 0.555 0.086  C22 1.384, C24 1.411, O32 1.363
24 C -2.015 1.274 -0.760  C23 1.411, C25 1.384, O27 1.364
25 C -0.870 0.666 -1.245  C20 1.392, C24 1.384, H26 1.075
26 H -0.206 1.222 -1.881  C25 1.075
27 O -2.390 2.555 -1.039  C24 1.364, C28 1.405
28 C -1.550 3.335 -1.850  O27 1.405, H29 1.096, H30 1.095, H31 1.089
29 H -1.456 2.914 -2.858  C28 1.096
30 H -0.553 3.448 -1.410  C28 1.095
31 H -2.028 4.311 -1.914  C28 1.089
32 O -3.986 1.234 0.518  C23 1.363, C33 1.405
33 C -4.877 0.573 1.380  O32 1.405, H34 1.089, H35 1.095, H36 1.095
34 H -5.660 1.297 1.604  C33 1.089
35 H -5.324 -0.306 0.904  C33 1.095
36 H -4.388 0.270 2.312  C33 1.095
37 H -3.220 -1.329 1.051  C22 1.078
38 H -1.192 -2.366 0.189  C21 1.079
39 H 0.306 -2.107 -2.143  C6 1.102
40 H 2.862 0.271 -0.536  C2 1.081
41 H 2.908 2.604 -1.207  C1 1.076
42 H 1.915 2.220 -2.693  C1 1.079

Values from the calculation:
F_max, Eh/bohr: 0.0125
E_tot, eV: -24590.409
HOMO-LUMO gap, hartree: 0.309
LUMO level, eV: 0.79
Structure (SMILES): C=CC[C@@H](Nc1ccccc1)c1ccc(OC)c(OC)c1
Relative energy (zero: lowest compared OMol25 entry of this formula, charge and spin), kcal/mol: 51.4
Charge: 0
Multiplicity: 1

***

[3]
This record from the OMol25 dataset describes an isolated molecule of C18H21NO4. The level of theory is the ωB97M-V functional and the def2-TZVPD basis.

Bonds (Å) are listed after each position.
Positions of all 44 atoms, in Å:
1 C -5.583 -2.189 1.242  C2 1.523, H42 1.087, H43 1.086, H44 1.088
2 C -5.625 -1.406 -0.064  C1 1.523, H3 1.093, H4 1.095, O5 1.424
3 H -5.924 -2.046 -0.897  C2 1.093
4 H -6.317 -0.562 0.027  C2 1.095
5 O -4.337 -0.912 -0.418  C2 1.424, C6 1.348
6 C -3.952 0.243 0.161  O5 1.348, O7 1.210, C8 1.471
7 O -4.654 0.861 0.929  C6 1.210
8 C -2.604 0.659 -0.254  C6 1.471, C9 1.395, C13 1.396
9 C -2.085 1.852 0.250  C8 1.395, C10 1.376, H41 1.080
10 C -0.824 2.280 -0.096  C9 1.376, C11 1.400, H40 1.078
11 C -0.033 1.522 -0.967  C10 1.400, C12 1.402, N16 1.373
12 C -0.565 0.330 -1.480  C11 1.402, C13 1.374, H15 1.081
13 C -1.824 -0.096 -1.132  C8 1.396, C12 1.374, H14 1.079
14 H -2.216 -1.019 -1.528  C13 1.079
15 H 0.037 -0.260 -2.157  C12 1.081
16 N 1.209 1.923 -1.392  C11 1.373, H17 1.010, C18 1.437
17 H 1.729 1.186 -1.847  N16 1.010
18 C 2.025 2.864 -0.675  N16 1.437, C19 1.543, H38 1.092, H39 1.092
19 C 2.508 2.364 0.703  C18 1.543, O20 1.407, C22 1.539, H37 1.100
20 O 3.323 3.380 1.234  C19 1.407, H21 0.964
21 H 3.557 3.165 2.144  O20 0.964
22 C 3.274 1.035 0.587  C19 1.539, O23 1.407, H35 1.099, H36 1.101
23 O 2.323 0.022 0.362  C22 1.407, C24 1.366
24 C 2.740 -1.271 0.221  O23 1.366, C25 1.389, C29 1.395
25 C 4.063 -1.692 0.266  C24 1.389, C26 1.386, H34 1.079
26 C 4.360 -3.036 0.099  C25 1.386, C27 1.382, H33 1.080
27 C 3.356 -3.962 -0.111  C26 1.382, C28 1.387, H32 1.079
28 C 2.035 -3.539 -0.154  C27 1.387, C29 1.379, H31 1.080
29 C 1.725 -2.206 0.011  C24 1.395, C28 1.379, H30 1.079
30 H 0.705 -1.854 -0.016  C29 1.079
31 H 1.243 -4.255 -0.315  C28 1.080
32 H 3.597 -5.005 -0.239  C27 1.079
33 H 5.391 -3.354 0.136  C26 1.080
34 H 4.866 -0.990 0.429  C25 1.079
35 H 4.002 1.090 -0.235  C22 1.099
36 H 3.822 0.849 1.523  C22 1.101
37 H 1.632 2.180 1.343  C19 1.100
38 H 1.475 3.795 -0.523  C18 1.092
39 H 2.905 3.096 -1.280  C18 1.092
40 H -0.451 3.208 0.308  C10 1.078
41 H -2.696 2.431 0.925  C9 1.080
42 H -5.301 -1.528 2.058  C1 1.087
43 H -6.564 -2.606 1.449  C1 1.086
44 H -4.858 -2.996 1.173  C1 1.088

Values from the calculation:
F_max, Eh/bohr: 0.0134
E_tot, eV: -28687.116
HOMO-LUMO gap, hartree: 0.314
LUMO level, eV: 0.56
Structure (SMILES): CCOC(=O)c1ccc(NC[C@H](O)COc2ccccc2)cc1
Relative energy (zero: lowest compared OMol25 entry of this formula, charge and spin), kcal/mol: 21.6
Charge: 0
Multiplicity: 1

***

[4]
This record from the OMol25 dataset describes a 2-piece molecular cluster, C18H21NO5S2 overall at a distorted geometry. The level of theory is the ωB97M-V functional and the def2-TZVPD basis.

Bonds (Å) are listed after each position.
Positions of all 47 atoms, in Å:
1 C -1.341 -2.033 -3.196  N2 1.468, H12 1.093, H13 1.100, H14 1.099
2 N -0.939 -0.626 -3.315  C1 1.468, C3 1.467, C4 1.320
3 C -0.871 -0.083 -4.676  N2 1.467, H15 1.091, H16 1.099, H17 1.099
4 C -0.557 0.066 -2.258  N2 1.320, C5 1.457, H18 1.094
5 C -0.168 1.466 -2.368  C4 1.457, C6 1.420, C11 1.416
6 C -1.019 2.379 -3.046  C5 1.420, C7 1.381, H19 1.091
7 C -0.598 3.658 -3.354  C6 1.381, C8 1.401, H20 1.093
8 C 0.616 4.146 -2.854  C7 1.401, C9 1.495, C10 1.399
9 C 0.984 5.574 -3.102  C8 1.495, H21 1.094, H22 1.099, H23 1.099
10 C 1.444 3.284 -2.126  C8 1.399, C11 1.386, H24 1.092
11 C 1.082 1.961 -1.924  C5 1.416, C10 1.386, H25 1.084
12 H -1.594 -2.387 -4.198  C1 1.093
13 H -0.512 -2.631 -2.793  C1 1.100
14 H -2.203 -2.138 -2.523  C1 1.099
15 H -0.878 -0.937 -5.356  C3 1.091
16 H -1.736 0.553 -4.914  C3 1.099
17 H 0.039 0.509 -4.841  C3 1.099
18 H -0.544 -0.471 -1.305  C4 1.094
19 H -2.014 2.046 -3.345  C6 1.091
20 H -1.218 4.298 -3.986  C7 1.093
21 H 1.929 5.830 -2.615  C9 1.094
22 H 1.075 5.787 -4.177  C9 1.099
23 H 0.201 6.240 -2.714  C9 1.099
24 H 2.389 3.659 -1.729  C10 1.092
25 H 1.773 1.278 -1.445  C11 1.084
26 C 1.702 -0.295 0.144  O27 1.474, H41 1.097, H42 1.089, H43 1.092
27 O 1.729 -1.228 1.285  C26 1.474, C28 1.325
28 C 0.664 -1.447 2.044  O27 1.325, S29 1.797, S38 1.812
29 S 0.306 -3.170 2.406  C28 1.797, O30 1.449, O31 1.450, C32 1.802
30 O -0.828 -3.641 1.636  S29 1.449
31 O 1.557 -3.903 2.422  S29 1.450
32 C -0.221 -2.903 4.108  S29 1.802, C33 1.386, C37 1.396
33 C -0.210 -1.600 4.580  C32 1.386, C34 1.399, S38 1.810
34 C -0.532 -1.331 5.914  C33 1.399, C35 1.396, H44 1.089
35 C -0.894 -2.389 6.749  C34 1.396, C36 1.397, H45 1.089
36 C -0.898 -3.701 6.273  C35 1.397, C37 1.395, H46 1.088
37 C -0.540 -3.969 4.951  C32 1.396, C36 1.395, H47 1.088
38 S 0.341 -0.320 3.425  C28 1.812, C33 1.810, O39 1.454, O40 1.451
39 O 1.609 0.215 3.893  S38 1.454
40 O -0.779 0.561 3.152  S38 1.451
41 H 2.753 -0.115 -0.115  C26 1.097
42 H 1.190 -0.815 -0.664  C26 1.089
43 H 1.176 0.609 0.459  C26 1.092
44 H -0.514 -0.303 6.271  C34 1.089
45 H -1.211 -2.179 7.770  C35 1.089
46 H -1.215 -4.525 6.909  C36 1.088
47 H -0.524 -4.980 4.549  C37 1.088

Values from the calculation:
F_max, Eh/bohr: 0.0708
E_tot, eV: -52398.265
HOMO-LUMO gap, hartree: 0.127
LUMO level, eV: -2.06
Relative energy (zero: lowest compared OMol25 entry of this formula, charge and spin), kcal/mol: 148.0
Charge: 0
Multiplicity: 1